# 1
{
  "formula": "C5H6N2",
  "method": "ωB97M-V/def2-TZVPD",
  "species": ["C", "C", "C", "C", "C", "N", "N", "H", "H", "H", "H", "H", "H"],
  "coordinates": [[2.939, 0.607, 0.233], [2.119, 0.499, -0.751], [-1.520, 0.529, 0.177], [-1.229, 0.114, -1.022], [2.594, -0.767, -0.235], [1.862, -2.803, 0.741], [2.058, -1.709, 0.468], [3.655, 1.165, 0.881], [1.434, 0.952, -1.448], [-0.792, 0.175, 0.814], [-2.396, 1.115, 0.391], [-1.842, 0.490, -1.864], [-0.268, -0.362, -1.209]],
  "de_lowest_kj_mol": 659.2,
  "gap_ev": [8.2314, 8.2320],
  "homo_energy_ev": [-7.5, -7.5],
  "largest_force_ev_per_a": 3.48,
  "e_tot_ev": -8255.52593
}

# 2
{
  "formula": "C5H6N2",
  "method": "ωB97M-V/def2-TZVPD",
  "species": ["C", "C", "C", "C", "C", "N", "N", "H", "H", "H", "H", "H", "H"],
  "coordinates": [[-0.665, 0.329, 1.022], [0.166, 0.250, -0.029], [0.014, -0.925, -0.842], [-1.763, -1.745, 0.479], [1.213, 1.269, -0.345], [-1.603, -0.700, 1.240], [0.651, -1.351, -1.813], [-0.676, 1.135, 1.742], [1.214, 2.076, 0.387], [2.194, 0.793, -0.354], [1.037, 1.682, -1.335], [-2.169, -0.581, 2.083], [0.387, -2.232, -2.235]],
  "de_lowest_kj_mol": 475.8,
  "gap_ev": [7.3598, 7.3592],
  "homo_energy_ev": [-7.4, -7.4],
  "largest_force_ev_per_a": 3.55,
  "e_tot_ev": -8257.42722
}